No. 1
37
Properties=species:S:1:pos:R:3:forces:R:3 method="wB97M-V/def2-TZVPD" de_lowest_kj_mol=119.6 spin_multiplicity=1 homo_ev=-5.69 homo_lumo_gap_ev=7.684 total_charge=-1 lumo_ev=2.00
Au -0.525 -0.190 0.166 1.06 0.52 -0.74
C -3.130 1.360 0.623 -0.02 0.01 -0.07
N -2.162 1.243 -0.492 -0.30 -0.18 0.12
C -2.847 0.737 -1.712 0.02 0.06 -0.01
C -1.492 2.539 -0.690 0.13 -0.04 0.08
C -0.393 2.700 0.354 -0.10 -0.03 -0.07
N 0.501 1.569 0.174 -0.07 -0.06 0.38
C 1.853 1.796 0.216 -0.05 0.09 -0.05
C 2.712 1.198 -0.718 -0.07 -0.04 0.04
F 2.198 0.352 -1.619 0.02 -0.02 -0.02
C 4.067 1.437 -0.719 0.02 0.02 0.07
F 4.842 0.829 -1.632 -0.02 -0.01 -0.02
C 4.646 2.300 0.192 0.09 0.03 -0.01
C 3.818 2.912 1.109 0.02 -0.01 -0.02
F 4.344 3.750 2.021 -0.02 0.01 0.02
C 2.461 2.665 1.131 -0.03 -0.07 -0.03
F 1.713 3.236 2.094 0.02 0.02 0.01
H -3.880 2.119 0.371 0.00 0.01 -0.01
H -2.611 1.649 1.535 -0.02 -0.01 0.00
H -3.600 0.398 0.803 -0.01 0.02 -0.03
H -3.887 0.512 -1.488 0.01 -0.01 0.02
H -2.387 -0.194 -2.038 0.00 0.02 -0.04
H -2.799 1.482 -2.508 0.00 0.03 0.01
H -2.232 3.347 -0.643 0.02 0.03 -0.01
H -1.019 2.541 -1.672 -0.03 -0.02 -0.01
H -0.812 2.763 1.364 0.00 0.03 -0.03
H 0.138 3.637 0.167 0.02 0.02 -0.01
H 5.709 2.488 0.185 -0.01 0.00 0.01
Cl 2.816 -0.824 1.788 -0.21 0.00 -0.10
Si 1.073 -1.664 1.020 -0.05 -0.02 -0.15
Cl 0.344 -2.753 2.561 -0.05 -0.02 0.12
Cl 1.685 -2.982 -0.418 0.07 0.05 -0.10
O -2.333 -1.238 1.713 -0.23 -0.15 0.26
Se -2.672 -2.313 0.518 -0.18 0.19 0.17
O -4.103 -2.023 -0.170 -0.18 0.15 -0.16
O -1.472 -1.797 -0.635 0.03 -0.35 0.42
O -2.410 -3.847 0.902 0.13 -0.25 -0.02


No. 2
24
Properties=species:S:1:pos:R:3:forces:R:3 method="wB97M-V/def2-TZVPD" spin_multiplicity=3 homo_ev="-10.77 / -13.33" homo_lumo_gap_ev="6.988 / 5.909" total_charge=+1 lumo_ev="-3.78 / -7.42"
C -3.381 -2.334 0.376 1.04 -1.00 -0.32
C -2.885 -1.059 0.371 -0.26 0.55 -0.82
C -2.480 -3.239 -0.087 0.69 -1.04 -0.45
C -1.556 -0.921 -0.143 -1.41 -1.64 0.72
C 1.544 2.521 -0.237 -0.39 -0.37 1.02
C 1.048 2.095 0.968 1.24 -1.35 -3.87
C 2.457 0.429 -0.894 1.63 -0.92 -0.28
C 2.013 -0.079 0.513 0.95 0.31 -0.02
C 1.856 1.658 -1.312 -0.74 1.80 2.75
C 0.739 0.678 0.920 1.84 -0.12 -1.98
P -0.540 0.433 -0.509 -0.90 0.25 0.67
S -1.026 -2.538 -0.570 0.46 -0.02 -0.01
Br -1.963 2.057 -0.260 0.27 0.08 -0.16
H -4.294 -2.806 0.604 -1.43 0.69 0.72
H -3.636 -0.342 0.583 0.27 1.49 0.34
H -2.741 -4.297 -0.155 0.70 0.27 -0.18
H 1.668 3.535 -0.353 0.10 2.37 -0.60
H 0.694 2.629 1.743 -0.74 2.19 2.38
H 3.553 0.595 -1.187 -0.90 -0.56 1.22
H 2.217 -0.393 -1.515 -0.36 -0.94 -1.36
H 1.757 -1.104 0.314 0.12 -0.75 0.54
H 2.840 -0.035 1.288 -1.22 0.11 -0.75
H 1.833 2.117 -2.241 0.46 0.17 -1.91
H 0.284 0.402 1.785 -1.42 -1.58 2.35


No. 3
25
Properties=species:S:1:pos:R:3:forces:R:3 method="wB97M-V/def2-TZVPD" spin_multiplicity=1 homo_ev=-12.93 homo_lumo_gap_ev=9.516 total_charge=+1 lumo_ev=-3.41
C -1.305 0.542 2.907 -0.41 -0.49 -1.06
C -1.461 1.379 1.760 -0.40 0.07 1.20
C -0.643 -0.649 2.712 1.24 -1.64 2.36
C -0.892 1.009 0.512 -1.36 1.89 0.69
C -0.084 -1.003 1.504 0.03 -0.71 -0.77
C -0.247 -0.210 0.388 -0.11 1.62 2.14
C 1.187 0.300 -1.687 0.33 0.57 2.40
C 0.204 -0.425 -0.921 -3.04 -2.02 -3.45
C 2.029 1.236 -0.830 0.83 -1.76 1.23
C -1.392 -0.936 -1.891 3.69 -0.53 0.13
N 1.433 -1.180 -1.268 1.10 1.73 0.45
Cl -2.157 0.469 -2.526 0.14 -0.02 -0.15
Cl -0.669 -2.008 -3.256 -0.77 0.83 0.89
Cl -2.379 -1.835 -0.827 -0.18 -0.24 -0.07
H -1.747 0.596 3.925 0.17 1.04 -1.06
H -2.072 2.281 1.993 0.74 -0.50 -1.01
H -0.452 -1.327 3.637 -0.49 1.12 -1.88
H -0.974 1.656 -0.417 -0.07 -0.63 1.58
H 0.413 -1.942 1.343 0.20 -0.41 0.38
H 1.026 0.586 -2.691 -0.06 -0.45 -1.19
H 3.095 1.204 -1.200 -0.98 0.13 0.76
H 1.861 0.938 0.319 0.89 0.70 -2.53
H 1.657 2.224 -0.929 -0.29 1.02 -0.12
H 1.368 -1.858 -2.062 0.38 0.22 1.09
H 2.200 -1.047 -0.496 -1.60 -1.54 -1.99